[1]
{
  "formula": "C5H19NO5",
  "method": "ωB97M-V with the def2-TZVPD basis set",
  "species": ["C", "C", "C", "C", "N", "C", "O", "H", "H", "H", "H", "H", "H", "H", "H", "H", "H", "H", "O", "H", "H", "O", "H", "H", "O", "H", "H", "O", "H", "H"],
  "positions_angstrom": [[-1.779, 0.061, 0.727], [-0.602, 0.435, 1.643], [-0.893, -0.052, 3.115], [0.732, -0.153, 1.097], [0.786, -1.641, 1.007], [2.006, 0.337, 1.870], [2.387, 1.472, 1.738], [-2.242, -0.881, 1.050], [-2.402, 0.934, 0.939], [-1.628, -0.051, -0.326], [-0.326, 1.502, 1.592], [-0.748, -1.123, 3.205], [-1.848, 0.179, 3.571], [-0.093, 0.366, 3.786], [0.814, 0.073, 0.025], [0.067, -2.030, 0.408], [0.565, -2.032, 1.938], [2.581, -0.394, 2.487], [-0.862, -1.082, -2.112], [-0.962, -0.617, -2.950], [-0.747, -2.014, -2.361], [-2.911, 1.168, -2.231], [-2.949, 0.262, -2.550], [-1.978, 1.325, -2.065], [0.232, 0.986, -2.976], [0.110, 1.887, -2.615], [1.168, 0.786, -2.866], [1.760, -1.066, -1.689], [2.131, -1.425, -0.877], [0.809, -0.957, -1.498]],
  "atomic_forces_ev_per_a": [[-0.1466, 0.7974, 1.4718], [1.1612, -0.9334, 0.1839], [2.0760, 0.8943, -0.1218], [0.0888, -1.7412, 0.0951], [0.0490, -0.1469, 1.7117], [-0.7937, 0.2216, -1.1789], [-0.0308, -0.2905, 0.3349], [-0.0951, 0.3614, 0.1632], [-0.9276, -0.5797, -0.5017], [0.5359, 0.3180, -0.3790], [-0.8725, -0.0682, 0.2933], [-0.2327, -0.3366, -0.2307], [-0.2765, 0.3157, -0.3875], [-0.7476, -0.1414, -0.4185], [0.1847, 1.1138, 0.6581], [-0.1229, 0.3371, -0.1693], [0.3465, 0.1002, -0.6705], [-0.3573, 0.0702, -0.1455], [-0.7259, -1.4371, -0.0988], [0.4309, 0.2562, 0.0248], [-0.1575, 0.2669, 0.0954], [-0.2007, 0.2102, -0.1368], [-0.0251, -0.0535, 0.0970], [0.0380, -0.1021, 0.0275], [-0.1680, 1.5328, 0.0259], [0.3166, -0.6569, -0.4564], [0.1075, -0.1727, 0.1772], [0.1454, 0.0666, -0.0878], [0.0763, -0.0982, 0.0847], [0.3236, -0.1042, -0.4613]],
  "nbo_charge": [-0.638, -0.217, -0.621, -0.158, -0.867, 0.438, -0.515, 0.202, 0.224, 0.235, 0.215, 0.192, 0.225, 0.208, 0.224, 0.365, 0.354, 0.120, -0.963, 0.505, 0.483, -0.931, 0.468, 0.466, -0.979, 0.478, 0.506, -0.989, 0.484, 0.485],
  "e_homo_ha": -0.35166,
  "energy_ha": -632.8199,
  "relative_energy_kcal_mol": 31.2,
  "gap_ev": 9.86
}

[2]
{
  "formula": "C5H19NO5S",
  "method": "ωB97M-V with the def2-TZVPD basis set",
  "species": ["O", "C", "C", "N", "C", "C", "C", "S", "H", "H", "H", "H", "H", "H", "H", "H", "H", "H", "H", "O", "H", "H", "O", "H", "H", "O", "H", "H", "O", "H", "H"],
  "positions_angstrom": [[0.144, -3.646, -0.286], [-0.190, -3.072, 0.721], [0.654, -1.917, 1.277], [-0.237, -0.729, 1.267], [0.496, 0.466, 0.825], [-0.434, 1.715, 0.936], [-0.370, 2.385, 2.289], [1.086, 3.512, 2.453], [-1.027, -3.371, 1.302], [1.024, -2.169, 2.324], [1.545, -1.747, 0.652], [-0.689, -0.559, 2.162], [1.451, 0.590, 1.424], [0.808, 0.310, -0.219], [-0.238, 2.405, 0.086], [-1.445, 1.414, 0.716], [-1.235, 3.043, 2.392], [-0.330, 1.682, 3.136], [2.038, 2.778, 1.853], [0.264, -2.016, -2.466], [-0.583, -1.709, -2.112], [0.515, -2.722, -1.838], [-0.955, 1.559, -2.043], [-0.127, 1.312, -2.269], [-1.340, 1.905, -2.881], [-1.856, -0.851, -1.306], [-1.544, -0.937, -0.346], [-1.674, 0.066, -1.523], [1.397, 0.414, -2.590], [1.086, -0.544, -2.483], [1.767, 0.432, -3.452]],
  "atomic_forces_ev_per_a": [[-0.5547, -0.3217, 0.1937], [2.7228, 0.5781, -0.3740], [-0.5904, -0.1636, 1.1555], [0.5697, -0.2190, -0.2684], [-0.0040, 0.7126, 0.2074], [1.0603, -0.4064, -0.8412], [0.6389, 0.4130, 0.0374], [-0.2604, 0.0829, 0.1011], [-1.3063, -0.3133, 0.5524], [-0.4180, 0.1895, -1.0914], [-0.5081, -0.0927, 0.0607], [0.2758, -0.1523, -0.1000], [-0.8892, 0.0907, -0.4799], [-0.1460, 0.0359, 0.3560], [0.2226, -0.1800, 0.8719], [-0.5315, -0.4599, 0.1122], [0.1363, -0.0217, 0.2654], [-0.2254, 0.1375, -0.3879], [-0.2548, -0.1535, 0.0263], [0.9072, -0.5326, 0.0111], [-0.7108, 0.3114, 0.0982], [0.0133, 0.3180, -0.4486], [-5.4212, 2.3101, 0.0007], [5.0127, -1.5710, -1.2739], [0.2974, -0.3558, 1.0440], [0.1058, -1.2285, 2.0783], [-0.5004, 0.2978, -1.5234], [0.1528, 0.8069, -0.2698], [-0.5782, -0.9583, 1.2335], [0.2013, 0.7256, -0.1700], [0.5821, 0.1203, -1.1772]],
  "nbo_charge": [-0.541, 0.460, -0.332, -0.659, -0.224, -0.449, -0.497, -0.065, 0.124, 0.201, 0.226, 0.371, 0.169, 0.220, 0.251, 0.221, 0.230, 0.203, 0.118, -0.997, 0.503, 0.496, -0.960, 0.494, 0.480, -1.000, 0.487, 0.497, -1.013, 0.512, 0.474],
  "e_homo_ha": -0.33544,
  "energy_ha": -1031.0321,
  "relative_energy_kcal_mol": 39.9,
  "gap_ev": 9.67
}

Please write out number 1 again, unchanged.
{
  "formula": "C5H19NO5",
  "method": "ωB97M-V with the def2-TZVPD basis set",
  "species": ["C", "C", "C", "C", "N", "C", "O", "H", "H", "H", "H", "H", "H", "H", "H", "H", "H", "H", "O", "H", "H", "O", "H", "H", "O", "H", "H", "O", "H", "H"],
  "positions_angstrom": [[-1.779, 0.061, 0.727], [-0.602, 0.435, 1.643], [-0.893, -0.052, 3.115], [0.732, -0.153, 1.097], [0.786, -1.641, 1.007], [2.006, 0.337, 1.870], [2.387, 1.472, 1.738], [-2.242, -0.881, 1.050], [-2.402, 0.934, 0.939], [-1.628, -0.051, -0.326], [-0.326, 1.502, 1.592], [-0.748, -1.123, 3.205], [-1.848, 0.179, 3.571], [-0.093, 0.366, 3.786], [0.814, 0.073, 0.025], [0.067, -2.030, 0.408], [0.565, -2.032, 1.938], [2.581, -0.394, 2.487], [-0.862, -1.082, -2.112], [-0.962, -0.617, -2.950], [-0.747, -2.014, -2.361], [-2.911, 1.168, -2.231], [-2.949, 0.262, -2.550], [-1.978, 1.325, -2.065], [0.232, 0.986, -2.976], [0.110, 1.887, -2.615], [1.168, 0.786, -2.866], [1.760, -1.066, -1.689], [2.131, -1.425, -0.877], [0.809, -0.957, -1.498]],
  "atomic_forces_ev_per_a": [[-0.1466, 0.7974, 1.4718], [1.1612, -0.9334, 0.1839], [2.0760, 0.8943, -0.1218], [0.0888, -1.7412, 0.0951], [0.0490, -0.1469, 1.7117], [-0.7937, 0.2216, -1.1789], [-0.0308, -0.2905, 0.3349], [-0.0951, 0.3614, 0.1632], [-0.9276, -0.5797, -0.5017], [0.5359, 0.3180, -0.3790], [-0.8725, -0.0682, 0.2933], [-0.2327, -0.3366, -0.2307], [-0.2765, 0.3157, -0.3875], [-0.7476, -0.1414, -0.4185], [0.1847, 1.1138, 0.6581], [-0.1229, 0.3371, -0.1693], [0.3465, 0.1002, -0.6705], [-0.3573, 0.0702, -0.1455], [-0.7259, -1.4371, -0.0988], [0.4309, 0.2562, 0.0248], [-0.1575, 0.2669, 0.0954], [-0.2007, 0.2102, -0.1368], [-0.0251, -0.0535, 0.0970], [0.0380, -0.1021, 0.0275], [-0.1680, 1.5328, 0.0259], [0.3166, -0.6569, -0.4564], [0.1075, -0.1727, 0.1772], [0.1454, 0.0666, -0.0878], [0.0763, -0.0982, 0.0847], [0.3236, -0.1042, -0.4613]],
  "nbo_charge": [-0.638, -0.217, -0.621, -0.158, -0.867, 0.438, -0.515, 0.202, 0.224, 0.235, 0.215, 0.192, 0.225, 0.208, 0.224, 0.365, 0.354, 0.120, -0.963, 0.505, 0.483, -0.931, 0.468, 0.466, -0.979, 0.478, 0.506, -0.989, 0.484, 0.485],
  "e_homo_ha": -0.35166,
  "energy_ha": -632.8199,
  "relative_energy_kcal_mol": 31.2,
  "gap_ev": 9.86
}